ORCA calculation (ωB97M-V/def2-TZVPD) on a molecular structure, C12H15ClN2O2SZr in a non-equilibrium geometry.

Summary:
Relative energy (zero: lowest compared OMol25 entry of this formula, charge and spin) ... 53.34 kcal per mole
Charge ... +2
Total energy ... -1631.12526 Eh

The geometry in XYZ format:
```
34
Properties=species:S:1:pos:R:3:mulliken_charge:R:1
Cl -2.562 2.143 -2.438 -0.1623
C -0.834 2.538 1.777 -0.7194
C -1.129 1.295 2.447 -0.2855
C -2.415 0.856 2.011 -0.9619
H -0.527 0.836 3.227 0.4766
C -2.945 1.820 1.082 0.9221
C -1.935 2.850 0.911 -0.4599
H -2.055 3.739 0.296 0.5002
H 0.034 3.165 1.960 0.6240
H -2.963 -0.026 2.347 0.5713
C -4.311 1.796 0.473 -1.2156
Zr -0.922 0.881 0.057 0.5026
C -1.326 -1.340 -0.088 0.3998
O -1.395 -2.501 -0.180 -0.0382
C -0.849 1.511 -2.179 0.6020
O -0.038 1.482 -3.073 -0.4561
H -4.692 0.767 0.426 0.3527
H -4.294 2.199 -0.545 0.2479
H -5.024 2.397 1.058 0.3410
S 1.550 1.144 0.376 -0.3083
C 2.093 -0.426 -0.188 0.3053
N 2.025 -0.779 -1.479 0.0617
C 2.650 -1.997 -2.010 -0.5835
C 2.754 -3.038 -0.915 -0.4511
C 3.406 -2.445 0.316 -0.5770
N 2.640 -1.257 0.708 -0.1341
H 1.702 -0.059 -2.126 0.2153
H 3.640 -1.750 -2.418 0.3304
H 2.033 -2.353 -2.840 0.3686
H 3.343 -3.891 -1.265 0.3578
H 1.751 -3.399 -0.656 0.2158
H 4.453 -2.161 0.125 0.3067
H 3.393 -3.134 1.165 0.3718
H 2.752 -0.863 1.640 0.2793
```

=====

ORCA calculation (ωB97M-V/def2-TZVPD) on 2 unconnected molecules or ions with the total composition C12H15ClN3O5 in a non-equilibrium geometry.

Summary:
Relative energy (zero: lowest compared OMol25 entry of this formula, charge and spin) ... 114.61 kcal per mole
Charge ... -1
Total energy ... -1466.46174 Eh

The geometry in XYZ format:
```
36
Properties=species:S:1:pos:R:3:mulliken_charge:R:1
C -3.137 -4.486 -0.173 -0.2571
C -3.057 -3.359 -0.869 -0.4922
C -2.850 -1.877 -1.525 0.4694
C -1.462 -1.955 -2.336 0.0297
N -0.329 -1.997 -2.802 -0.4403
C -2.868 -0.799 -0.320 0.2029
C -4.408 -0.249 -0.242 -0.0519
N -5.494 0.307 -0.412 -0.5100
C -1.895 0.478 -0.534 -0.8810
C -0.366 0.243 -0.047 -0.5271
N -0.013 0.941 1.229 0.1464
C 1.274 0.457 1.829 -0.4595
C 2.495 0.262 0.781 -0.7569
C -0.081 2.413 1.118 0.4510
C -0.315 3.249 2.505 -0.9689
O -0.011 3.100 0.042 -0.5728
H -3.180 -5.228 0.719 0.3356
H -3.681 -1.701 -2.325 0.4179
H -2.648 -1.363 0.678 0.4328
H -1.880 0.755 -1.662 0.2221
H -2.377 1.356 0.059 0.4183
H -0.193 -0.885 0.098 0.3973
H 0.310 0.580 -0.939 0.2146
H 1.606 1.282 2.588 0.2922
H 1.185 -0.524 2.432 0.2675
H 3.431 0.761 1.272 0.3036
H 2.359 0.785 -0.231 0.2607
H 2.722 -0.870 0.702 0.2479
H -1.470 3.314 2.671 0.2372
H 0.103 2.610 3.371 0.3299
H 0.144 4.310 2.449 0.2799
O 5.348 -1.835 -2.135 -0.6774
Cl 5.201 -0.397 -2.041 1.6408
O 6.370 0.167 -1.398 -0.6869
O 4.021 -0.083 -1.257 -0.6486
O 5.061 0.163 -3.368 -0.6671
```

=====

ORCA calculation (ωB97M-V/def2-TZVPD) on a gas-phase ion, C12H15ClP (charge +1) in a non-equilibrium geometry.

Summary:
Relative energy (zero: lowest compared OMol25 entry of this formula, charge and spin) ... 5.79 kcal per mole
Charge ... +1
Total energy ... -1267.52577 Eh

The geometry in XYZ format:
```
29
Properties=species:S:1:pos:R:3:mulliken_charge:R:1
C 1.799 2.001 -3.014 -0.4016
C 1.634 0.633 -3.031 -0.6969
C 1.589 2.725 -1.858 -0.6733
C 1.182 -0.011 -1.926 -0.0999
C 0.989 2.034 -0.781 -0.6051
C 0.807 0.676 -0.837 0.5879
C -0.889 -2.212 1.898 -0.3828
C 0.285 -1.671 1.500 0.3095
C -2.133 -1.485 1.526 -0.9536
C -1.832 -0.248 0.547 0.3361
C 1.692 -2.260 1.398 -1.3914
C -2.520 1.060 0.984 -1.4533
P 0.015 -0.041 0.696 0.7629
Cl 0.617 1.158 2.120 -0.1668
H 2.302 2.457 -3.875 0.3372
H 1.866 0.043 -3.824 0.5189
H 1.968 3.771 -1.735 0.3551
H 1.039 -1.110 -2.038 0.2842
H 0.553 2.525 0.040 0.3352
H -1.010 -3.019 2.575 0.4832
H -2.667 -2.164 0.810 0.3421
H -2.865 -1.306 2.271 0.5247
H -2.191 -0.431 -0.528 0.4658
H 1.723 -3.047 0.540 0.3015
H 1.881 -2.859 2.258 0.4149
H 2.287 -1.478 0.967 0.3755
H -2.437 1.198 2.116 0.3754
H -3.651 1.131 0.699 0.3529
H -2.032 1.930 0.503 0.3618
```

=====

ORCA calculation (ωB97M-V/def2-TZVPD) on a molecular structure, C12H15CoF5N3S.

Summary:
Spin multiplicity ... 5
Charge ... +2
Total energy ... -2910.22364 Eh

The geometry in XYZ format:
```
37
Properties=species:S:1:pos:R:3:mulliken_charge:R:1
Co -0.073 0.283 0.217 0.0466
C 0.237 -2.515 0.959 -0.6072
C 0.958 -1.645 1.983 -0.6989
N 1.525 -0.424 1.345 -0.1875
C 2.664 -0.688 0.415 -0.6353
C 2.492 0.051 -0.909 -0.6796
N 1.113 -0.126 -1.445 -0.0868
C 0.817 -1.517 -1.906 -0.6035
C -0.520 -2.023 -1.371 -0.7439
N -0.666 -1.711 0.079 -0.0895
H -0.331 -3.286 1.480 0.4755
H 0.951 -3.039 0.326 0.2769
H 1.736 -2.231 2.478 0.3926
H 0.261 -1.309 2.754 0.4145
H 1.838 0.199 2.082 0.3777
H 2.735 -1.762 0.254 0.2786
H 3.605 -0.386 0.874 0.4763
H 3.242 -0.297 -1.622 0.3839
H 2.646 1.123 -0.767 0.4015
H 0.990 0.514 -2.223 0.3284
H 1.632 -2.163 -1.583 0.2706
H 0.808 -1.561 -2.994 0.5053
H -0.602 -3.097 -1.551 0.4489
H -1.346 -1.538 -1.890 0.4061
H -1.629 -1.889 0.344 0.3425
F -5.409 3.769 -2.373 -0.2062
C -4.428 3.435 -1.596 0.7109
C -3.680 2.275 -1.908 -0.3761
F -3.999 1.571 -2.969 -0.2356
C -2.648 1.925 -1.092 0.4618
F -1.925 0.824 -1.379 0.0651
C -2.294 2.672 0.055 0.2072
S -1.024 2.266 1.085 -0.2237
C -3.073 3.836 0.330 0.4220
F -2.773 4.554 1.380 -0.2312
C -4.122 4.214 -0.478 0.1232
F -4.832 5.283 -0.218 -0.2113
```

=====

ORCA calculation (ωB97M-V/def2-TZVPD) on a molecular structure, C12H15CoF9N2O12 in a non-equilibrium geometry.

Summary:
Relative energy (zero: lowest compared OMol25 entry of this formula, charge and spin) ... 246.92 kcal per mole
Spin multiplicity ... 4
Charge ... 0
Total energy ... -3759.70822 Eh

The geometry in XYZ format:
```
51
Properties=species:S:1:pos:R:3:mulliken_charge:R:1
Co -0.338 0.896 0.806 1.3247
N -3.356 -1.105 1.273 1.1284
O -3.032 -0.203 1.998 -0.6060
O -4.188 -1.951 1.525 -0.5762
O -2.562 -1.122 0.320 -0.6050
N 1.301 4.048 1.816 1.1497
O 1.799 5.124 2.042 -0.5860
O 1.706 3.241 0.982 -0.6101
O 0.318 3.651 2.389 -0.5992
C -2.464 1.121 -5.228 -1.0955
C -1.208 1.955 -5.002 -0.2253
O -1.502 3.263 -4.510 -0.3106
C -1.832 3.518 -3.237 0.4726
O -1.711 2.744 -2.275 -0.5820
C -2.370 4.941 -3.051 0.8249
F -3.568 4.978 -2.394 -0.2545
F -1.602 5.624 -2.240 -0.2363
F -2.474 5.608 -4.190 -0.2239
H -2.787 0.611 -4.321 0.2819
H -2.278 0.359 -5.985 0.3737
H -3.243 1.765 -5.636 0.3354
H -0.643 2.055 -5.928 0.3213
H -0.450 1.531 -4.344 0.3069
C -1.301 0.214 6.507 -1.1577
C -0.463 -1.015 6.289 -0.1518
O 0.869 -0.640 6.161 -0.2598
C 1.490 -0.449 4.976 0.4276
O 0.835 -0.506 3.882 -0.6041
C 2.963 0.004 5.139 0.8370
F 3.449 -0.496 6.282 -0.2194
F 3.593 -0.305 3.987 -0.2168
F 3.097 1.306 5.277 -0.2357
H -1.217 0.714 7.472 0.3389
H -2.368 0.037 6.645 0.4046
H -1.352 0.912 5.671 0.2919
H -0.848 -1.540 5.415 0.3037
H -0.378 -1.683 7.146 0.2478
C 0.968 -5.303 -3.515 -1.0859
C 0.819 -3.915 -2.831 -0.2150
O 2.127 -3.539 -2.570 -0.1844
C 2.395 -2.304 -1.937 0.3045
O 1.535 -1.521 -1.560 -0.5715
C 3.890 -2.125 -1.724 0.8789
F 4.264 -0.833 -1.911 -0.2199
F 4.260 -2.647 -0.538 -0.2241
F 4.501 -2.831 -2.666 -0.2389
H 0.181 -5.420 -4.259 0.3148
H 0.744 -6.084 -2.790 0.3012
H 1.942 -5.479 -3.972 0.3174
H 0.219 -3.984 -1.924 0.3242
H 0.268 -3.218 -3.463 0.2836
```

=====

ORCA calculation (ωB97M-V/def2-TZVPD) on a molecular structure, C12H15F4N2OY in a non-equilibrium geometry.

Summary:
Relative energy (zero: lowest compared OMol25 entry of this formula, charge and spin) ... 173.90 kcal per mole
Charge ... 0
Total energy ... -1088.48932 Eh

The geometry in XYZ format:
```
35
Properties=species:S:1:pos:R:3:mulliken_charge:R:1
Y 0.240 -1.829 -0.446 1.2013
C 0.602 -0.756 4.138 -1.2470
C 0.559 -1.469 2.787 -0.4491
N -0.214 -0.885 1.735 0.0663
C -1.029 0.321 1.571 -0.2969
C -2.394 -0.447 1.693 -1.3065
C 1.346 0.260 1.236 -1.1836
C 1.372 1.089 -0.083 -0.3970
N 1.609 0.030 -1.130 -0.7503
C 0.519 0.532 -2.298 0.4248
C -0.400 -0.349 -2.933 0.8010
F -1.288 -1.864 -2.282 -0.5042
C -0.952 -0.089 -4.159 -0.3324
F -1.765 -0.977 -4.721 -0.2839
C -0.678 1.098 -4.798 -0.3402
C 0.156 2.005 -4.181 0.0812
F 0.422 3.162 -4.780 -0.2798
C 0.722 1.733 -2.945 0.3104
F 1.535 2.635 -2.391 -0.2891
H 0.796 -1.498 4.911 0.4372
H -0.349 -0.277 4.373 0.2496
H 1.401 -0.016 4.186 0.3127
H -0.224 -2.268 2.846 0.4175
H 1.493 -1.985 2.583 0.3309
H -1.101 0.879 0.638 0.2255
H -0.967 1.043 2.389 0.3776
H -2.505 -1.156 0.871 0.3019
H -3.245 0.241 1.669 0.4413
H -2.449 -0.991 2.636 0.3220
H 2.261 -0.336 1.141 0.4949
H 1.539 0.916 2.087 0.4594
H 2.331 1.584 -0.296 0.4375
H 0.633 1.889 0.002 0.4299
H -1.121 1.315 -5.759 0.4663
O 1.144 -3.538 -0.289 -0.9293
```

=====

ORCA calculation (ωB97M-V/def2-TZVPD) on a molecular structure, C12H15F9KO6 in a non-equilibrium geometry.

Summary:
Relative energy (zero: lowest compared OMol25 entry of this formula, charge and spin) ... 35.29 kcal per mole
Charge ... +1
Total energy ... -2416.27700 Eh

The geometry in XYZ format:
```
43
Properties=species:S:1:pos:R:3:mulliken_charge:R:1
K -0.980 0.632 -1.182 0.9528
C 1.132 0.936 4.067 -1.3885
C 0.715 0.358 2.744 0.4648
O 1.545 -0.771 2.492 -0.2285
C 1.498 -1.463 1.292 0.2883
O 0.732 -1.263 0.378 -0.5063
C 2.532 -2.621 1.247 0.8795
F 3.172 -2.893 2.424 -0.2220
F 1.879 -3.703 0.859 -0.2171
F 3.391 -2.332 0.303 -0.2256
H 1.250 0.126 4.787 0.3419
H 0.387 1.663 4.390 0.3883
H 2.127 1.373 3.982 0.3542
H 0.934 1.125 2.001 0.2782
H -0.335 0.101 2.607 -0.2065
C 1.934 4.096 -2.080 -1.2175
C 0.816 3.506 -2.971 0.2577
O 1.315 2.890 -4.204 -0.2592
C 0.844 1.696 -4.654 0.4998
O 0.053 0.992 -4.033 -0.5752
C 1.455 1.318 -6.053 0.8257
F 0.418 1.047 -6.917 -0.2295
F 2.163 2.350 -6.495 -0.2084
F 2.200 0.223 -5.995 -0.2166
H 1.525 4.841 -1.399 0.3736
H 2.576 4.670 -2.748 0.3472
H 2.596 3.394 -1.572 0.3336
H 0.117 4.316 -3.179 0.3175
H 0.305 2.800 -2.317 -0.2275
C -2.442 -1.535 3.756 -1.2359
C -2.931 -1.096 2.403 -0.0055
O -2.748 -2.238 1.600 -0.1598
C -2.864 -2.124 0.252 0.4163
O -3.146 -1.115 -0.344 -0.6382
C -2.766 -3.526 -0.455 0.8630
F -3.837 -3.803 -1.105 -0.2355
F -1.709 -3.571 -1.280 -0.2386
F -2.629 -4.513 0.424 -0.2448
H -2.668 -0.710 4.431 0.4093
H -1.365 -1.693 3.828 0.2611
H -2.839 -2.442 4.211 0.3713
H -2.375 -0.241 2.016 0.1126
H -3.977 -0.801 2.488 0.3502
```

=====

ORCA calculation (ωB97M-V/def2-TZVPD) on a molecular structure, C12H15F9N2NaO12 in a non-equilibrium geometry.

Summary:
Relative energy (zero: lowest compared OMol25 entry of this formula, charge and spin) ... 0.00 kcal per mole
Spin multiplicity ... 2
Charge ... 0
Total energy ... -2539.47126 Eh

The geometry in XYZ format:
```
51
Properties=species:S:1:pos:R:3:mulliken_charge:R:1
Na -0.232 0.337 0.420 0.8956
N -2.775 0.813 -0.710 1.0216
O -3.866 0.246 -0.745 -0.6059
O -2.479 1.591 0.192 -0.6616
O -1.883 0.525 -1.512 -0.5411
N -2.653 -1.647 2.016 0.9845
O -1.610 -1.185 1.635 -0.3680
O -2.686 -2.798 2.393 -0.4236
O -3.703 -1.078 1.885 -0.3244
C -1.065 0.064 4.741 -1.1171
C -1.051 1.493 4.197 -0.1860
O 0.186 2.133 4.360 -0.2755
C 0.876 2.462 3.238 0.4551
O 0.588 2.248 2.104 -0.5153
C 2.212 3.256 3.565 0.8281
F 2.414 3.236 4.916 -0.2822
F 3.174 2.688 2.939 -0.2202
F 2.154 4.526 3.334 -0.2592
H -2.003 -0.473 4.602 0.3143
H -1.039 0.076 5.831 0.3649
H -0.232 -0.467 4.280 0.2997
H -1.664 2.059 4.899 0.2224
H -1.481 1.556 3.197 0.3518
C 1.456 0.564 -4.266 -1.4827
C 1.573 0.786 -2.806 0.5674
O 2.772 1.483 -2.407 -0.2927
C 2.964 1.620 -1.036 0.3189
O 2.172 1.137 -0.134 -0.4534
C 4.165 2.514 -0.646 0.8142
F 4.852 2.767 -1.805 -0.2611
F 3.750 3.617 -0.147 -0.2257
F 4.977 1.953 0.259 -0.2407
H 1.173 1.477 -4.789 0.3827
H 0.725 -0.185 -4.571 0.3321
H 2.401 0.169 -4.640 0.3823
H 1.681 -0.162 -2.279 -0.0308
H 0.722 1.386 -2.483 0.2124
C -3.183 -2.167 -2.835 -1.2333
C -2.497 -2.920 -1.748 0.5611
O -1.252 -3.474 -2.194 -0.3158
C -0.010 -2.922 -1.779 0.3086
O 0.096 -1.817 -1.175 -0.4055
C 1.256 -3.755 -2.125 0.7786
F 2.041 -2.951 -2.876 -0.1930
F 1.858 -3.918 -0.928 -0.2417
F 0.986 -4.988 -2.626 -0.2188
H -3.407 -2.790 -3.701 0.4159
H -2.634 -1.345 -3.293 0.2151
H -4.094 -1.768 -2.387 0.3434
H -3.264 -3.659 -1.519 0.3427
H -2.460 -2.315 -0.843 -0.3378
```